Here is a cluster of 2 separate species, C24H30FN4O7P2S in total from the OMol25 dataset. Energies are from wB97M-V/def2-TZVPD.

Element x y z (Å)
C: 2.3575 -4.9185 1.2397
C: 1.9319 -4.1607 -0.0876
C: 0.5129 -3.4710 -0.0361
O: 0.5199 -2.1180 0.4671
C: 0.9220 -1.1606 -0.5176
C: 2.0571 -0.3445 0.2118
P: 3.3817 -0.8688 1.4376
N: 4.5460 -1.7218 0.7918
N: 1.9689 0.9031 -0.1451
C: 0.8785 1.1695 -1.1525
N: 0.1887 2.4788 -1.1120
C: 0.4866 3.1720 -0.1358
S: 1.0705 4.2324 0.9241
C: 1.6997 1.2512 -2.4995
C: 2.2993 2.5730 -2.8338
C: 3.0931 2.6412 -4.0776
C: 3.2105 1.4111 -4.8653
N: 2.6659 0.1931 -4.5909
C: 1.9588 0.1488 -3.4296
C: -0.1399 -0.0184 -0.9146
C: -0.9615 -0.6209 -2.1369
C: -2.5110 -0.4130 -2.0651
C: -3.0407 0.8852 -2.5402
C: -4.4870 1.1622 -2.5475
C: -5.4739 0.1647 -2.0921
C: -4.9235 -1.1214 -1.6170
C: -5.9955 -2.1900 -1.1602
C: -3.4760 -1.4041 -1.6039
P: -1.1948 0.3393 0.6253
O: -2.1572 1.4529 0.4081
O: -0.2294 0.8018 1.9294
O: -2.0469 -0.9725 1.1301
H: 3.2879 -4.4200 1.6270
H: 2.5598 -5.9945 0.9750
H: 1.5006 -4.8656 1.9574
H: 2.6865 -3.3800 -0.4134
H: 1.8912 -4.9068 -0.9364
H: -0.1232 -4.0799 0.6690
H: 0.0277 -3.5441 -1.0557
H: 1.3281 -1.8047 -1.3411
H: 2.6958 -1.5939 2.4697
H: 3.8353 0.3374 2.0820
H: 5.4068 -1.1814 0.9723
H: 2.6611 1.5514 0.2442
H: 2.1812 3.4597 -2.1697
H: 3.5940 3.5915 -4.3787
H: 3.8085 1.4859 -5.8133
H: 1.4978 -0.8414 -3.1694
H: -0.6318 -0.2619 -3.1427
H: -0.8019 -1.7391 -2.1021
H: -2.3755 1.7000 -2.9297
H: -4.8068 2.1712 -2.9126
H: -6.5770 0.3553 -2.1203
H: -5.9014 -3.0648 -1.8719
H: -5.8202 -2.5451 -0.1154
H: -7.0286 -1.7824 -1.3263
H: -3.1333 -2.3975 -1.2327
H: -0.2362 0.0191 2.5236
H: -3.0077 -0.7745 1.1273
C: 0.3227 3.2596 4.5917
C: 1.1312 3.4478 5.8424
O: 0.2558 4.1695 6.6821
C: -1.0068 3.7996 6.3094
O: -1.9789 3.9928 6.9575
O: -1.0035 3.1720 5.0970
F: 2.2300 4.2068 5.6046
H: 0.3966 4.1116 3.9120
H: 0.5957 2.3539 4.0498
H: 1.4264 2.5166 6.3333

The charge is +1. The total energy comes out at -77787.347 eV. As for the max |F|: 4.32 eV Å⁻¹.

These are the Mulliken partial charges, in e, on atoms 1 to 2: atom 1 (C): -1.078, atom 2 (C): -0.215